# 1
DFT (ωB97M-V with the def2-TZVPD basis set) results for C22H32AsN5RhTe as an isolated structure.

Atoms and positions in Å:
Rh -0.640 1.118 -0.213
C 2.839 0.511 -1.222
As 1.756 0.848 0.363
C 2.690 -0.410 1.553
C 2.516 2.597 0.932
C 3.717 2.487 1.803
C 3.575 2.383 3.189
C 4.681 2.218 4.008
C 5.956 2.153 3.461
C 6.112 2.263 2.086
C 5.003 2.431 1.268
H 3.904 0.500 -0.983
H 2.614 1.292 -1.947
H 2.546 -0.450 -1.645
H 3.745 -0.158 1.669
H 2.602 -1.399 1.107
H 2.216 -0.431 2.531
H 1.698 3.117 1.429
H 2.712 3.123 -0.002
H 2.578 2.434 3.614
H 4.549 2.143 5.081
H 6.821 2.024 4.100
H 7.101 2.221 1.648
H 5.133 2.520 0.196
C -0.164 1.027 6.556
C -0.215 -0.357 5.918
C -1.629 -0.929 5.931
C 0.377 -0.350 4.505
N -0.384 0.449 3.567
C -1.429 0.108 2.808
N -1.833 1.169 2.151
N -1.010 2.175 2.526
N -0.139 1.760 3.376
H -0.584 0.998 7.563
H -0.737 1.747 5.971
H 0.861 1.396 6.622
H 0.434 -1.028 6.491
H -2.324 -0.264 5.413
H -1.984 -1.040 6.957
H -1.675 -1.906 5.447
H 0.416 -1.363 4.102
H 1.389 0.055 4.516
H -1.848 -0.885 2.718
Te -0.375 3.173 -1.741
C 0.097 -2.853 0.336
C -1.305 -2.584 0.790
C -1.938 -3.386 1.726
C -3.242 -3.137 2.142
C -3.922 -2.058 1.578
C -3.339 -1.225 0.642
C -4.093 -0.082 0.029
C -1.985 -1.459 0.226
N -1.370 -0.633 -0.619
H 0.602 -3.567 0.991
H 0.661 -1.921 0.310
H 0.114 -3.245 -0.686
H -1.393 -4.229 2.142
H -3.722 -3.773 2.875
H -4.947 -1.856 1.878
H -5.076 0.027 0.490
H -4.222 -0.238 -1.046
H -3.544 0.854 0.138

Output
LUMO level (alpha / beta) in eV: 2.421 / 2.408
Energy in Eh: -3745.57531
Frontier orbital gap (alpha / beta) in eV: 5.30 / 5.64
Net charge: -1
Multiplicity: 5
Highest occupied orbital energy (alpha / beta) in eV: -2.9 / -3.2
ΔE to the lowest compared entry with this formula, charge and spin in kJ/mol: 44.2

# 2
DFT (ωB97M-V with the def2-TZVPD basis set) results for C22H32BN7Pb as an isolated structure at a distorted geometry.

Atoms and positions in Å:
C -2.206 1.555 0.849
N -1.664 1.510 -0.388
N -1.887 2.750 -0.962
C -2.517 3.552 -0.085
C -2.749 2.831 1.085
B -1.467 3.045 -2.430
N 0.082 2.993 -2.578
N 0.825 1.877 -2.236
C 2.121 2.142 -2.545
C 2.218 3.456 -3.027
C 0.912 3.952 -3.030
Pb 0.120 -0.196 -1.236
N -2.126 1.914 -3.293
N -1.788 0.601 -3.061
C -2.545 -0.151 -3.876
C -3.381 0.678 -4.647
C -3.078 1.980 -4.248
H -2.471 -1.228 -3.883
H -3.450 2.944 -4.561
H -4.094 0.373 -5.384
H -1.884 4.111 -2.766
H 0.502 4.907 -3.317
H -2.753 4.564 -0.365
H 3.116 3.965 -3.328
H -3.239 3.172 1.978
H 2.902 1.396 -2.428
H -2.202 0.691 1.507
H 2.177 -2.094 -2.018
C 2.667 -1.891 -1.056
H 3.728 -1.668 -1.238
H 2.206 -1.031 -0.536
H 2.583 -2.775 -0.411
C 1.625 -4.567 3.570
C 0.781 -3.729 2.648
C -0.168 -4.350 1.830
C -1.000 -3.607 0.986
C -2.044 -4.316 0.163
C -0.848 -2.225 0.944
C 0.210 -1.560 1.651
C 0.920 -2.345 2.606
N 0.555 -0.294 1.266
C 1.315 0.656 2.091
C 0.719 0.742 3.491
C 2.795 0.297 2.148
C 1.225 2.043 1.463
H 1.021 -5.019 4.372
H 2.108 -5.388 3.021
H 2.409 -3.964 4.040
H -0.270 -5.437 1.859
H -1.605 -5.168 -0.374
H -2.845 -4.725 0.796
H -2.502 -3.643 -0.571
H -1.527 -1.632 0.314
H 1.634 -1.870 3.280
H 0.797 -0.206 4.026
H 1.244 1.517 4.060
H -0.341 1.012 3.423
H 3.304 1.019 2.799
H 3.247 0.351 1.150
H 2.966 -0.711 2.532
H 1.649 2.065 0.453
H 0.186 2.374 1.398
H 1.780 2.758 2.082

Output
LUMO level (alpha / beta) in eV: -10.280 / -10.288
Energy in Eh: -1457.94316
Frontier orbital gap (alpha / beta) in eV: 3.27 / 3.26
Net charge: +2
Highest occupied orbital energy (alpha / beta) in eV: -13.5 / -13.5

# 3
DFT (ωB97M-V with the def2-TZVPD basis set) results for C22H32BiCl2N3O3S as an isolated structure at a distorted geometry.

Atoms and positions in Å:
O 1.852 1.681 -3.109
C 2.043 1.592 -4.314
C 2.631 2.663 -5.209
C 3.098 3.829 -4.583
H 3.296 3.806 -3.511
C 3.286 4.995 -5.325
H 3.577 5.904 -4.799
C 3.106 4.973 -6.717
H 3.204 5.911 -7.277
C 2.777 3.774 -7.366
H 2.694 3.770 -8.452
C 2.562 2.617 -6.618
H 2.366 1.667 -7.105
H 1.805 0.642 -4.845
C -2.376 1.040 -2.249
C -2.040 0.077 -1.199
H -3.468 1.110 -2.406
H -1.911 0.832 -3.225
H -2.038 2.035 -1.928
C -2.762 -0.813 -0.530
C -4.258 -1.036 -0.594
H -2.316 -1.453 0.240
H -4.736 -0.482 -1.400
H -4.722 -0.719 0.353
H -4.497 -2.100 -0.704
Bi 0.106 0.313 -0.123
Cl -0.215 2.832 0.209
Cl 0.670 -0.839 -2.342
C -2.099 0.726 2.849
O -1.327 -0.050 2.218
N -2.760 0.374 3.959
C -2.441 -0.829 4.703
C -3.861 1.194 4.439
H -2.268 1.761 2.515
H -1.832 -1.493 4.086
H -3.374 -1.325 4.984
H -1.889 -0.590 5.612
H -4.039 1.990 3.705
H -3.633 1.658 5.408
H -4.771 0.585 4.547
H 0.298 -5.721 1.119
H 2.718 -5.656 -0.200
C -0.037 -5.076 0.302
C 2.172 -4.998 -0.886
N 1.079 -4.309 -0.227
H -0.799 -4.387 0.669
C 1.101 -2.983 -0.177
O 0.149 -2.298 0.302
H 2.864 -4.238 -1.264
H 2.010 -2.499 -0.565
H -0.457 -5.705 -0.485
H 1.813 -5.592 -1.737
S 2.685 0.382 1.356
C 1.927 0.256 2.860
N 1.563 -0.995 3.317
C 1.238 -1.209 4.628
C 0.964 -0.136 5.443
C 1.259 1.161 5.004
C 1.699 1.353 3.697
H 1.565 -1.764 2.657
H 1.224 -2.247 4.939
H 0.523 -0.308 6.427
H 1.153 2.012 5.666
H 1.850 2.336 3.260

Output
LUMO level (alpha / beta) in eV: -0.182 / -0.182
Energy in Eh: -2780.65509
Frontier orbital gap (alpha / beta) in eV: 6.24 / 6.24
Net charge: 0
Highest occupied orbital energy (alpha / beta) in eV: -6.4 / -6.4
ΔE to the lowest compared entry with this formula, charge and spin in kJ/mol: 0.0

The highest net charge belongs to which entry? C22H32BN7Pb

net charge of number 1 (C22H32AsN5RhTe)? -1

net charge of number 1 (C22H32AsN5RhTe)? -1

What is the energy in the third record? -2780.65509 Eh